{
  "formula": "C32H27N2O3PPdS",
  "method": "ωB97M-V/def2-TZVPD",
  "molar_mass_g_mol": 657.04,
  "e_homo_ev": -0.8,
  "relative_energy_kj_mol": 0.0,
  "total_charge": -2,
  "symbols": ["Pd", "O", "S", "O", "O", "C", "C", "C", "C", "C", "C", "P", "C", "C", "C", "C", "C", "C", "C", "C", "C", "C", "C", "C", "H", "H", "H", "H", "H", "H", "H", "H", "H", "H", "H", "H", "H", "H", "C", "C", "C", "C", "C", "N", "H", "H", "H", "H", "H", "H", "H", "H", "H", "N", "C", "C", "C", "C", "C", "C", "C", "C", "C", "H", "H", "H", "H"],
  "positions_angstrom": [[0.92847, 0.81002, -0.76051], [-0.48438, 3.10294, 0.42727], [-1.43194, 3.30897, -0.66207], [-2.21793, 4.52774, -0.48453], [-0.88381, 3.14501, -1.99207], [-2.67537, 1.99072, -0.51382], [-3.96114, 2.39380, -0.87852], [-5.03804, 1.52997, -0.80473], [-4.84057, 0.23862, -0.33843], [-3.56762, -0.16609, 0.02005], [-2.45451, 0.67892, -0.07307], [-0.77009, 0.00618, 0.38938], [-1.06502, -1.77312, -0.07215], [-1.55433, -2.77451, 0.76535], [-1.71801, -4.07642, 0.30621], [-1.40679, -4.39869, -1.00702], [-0.92720, -3.40802, -1.85553], [-0.75043, -2.11454, -1.38890], [-1.03107, -0.09765, 2.21565], [-1.91589, 0.72234, 2.91354], [-1.92753, 0.74469, 4.30332], [-1.05741, -0.05612, 5.02792], [-0.16099, -0.87335, 4.34535], [-0.14151, -0.87958, 2.96148], [-4.08988, 3.41707, -1.20274], [-6.02591, 1.86710, -1.09835], [-5.67088, -0.45392, -0.25487], [-3.42924, -1.17835, 0.37676], [-1.81997, -2.54301, 1.78949], [-2.09331, -4.83954, 0.97954], [-1.52986, -5.41489, -1.36434], [-0.66438, -3.64468, -2.87992], [-0.32498, -1.35142, -2.03229], [-2.59466, 1.36285, 2.36283], [-2.62024, 1.39908, 4.82055], [-1.06689, -0.03722, 6.11159], [0.53599, -1.49488, 4.89637], [0.58613, -1.48917, 2.43543], [1.01800, 2.47309, 3.16916], [2.17479, 3.38608, 2.75806], [3.15425, 3.57517, 3.92386], [1.63396, 4.74410, 2.29066], [2.91112, 2.77156, 1.63556], [3.49008, 2.33328, 0.74504], [0.44377, 2.95676, 3.96410], [1.38191, 1.51304, 3.53693], [0.36218, 2.30738, 2.31666], [2.62865, 4.05307, 4.75378], [3.99556, 4.20687, 3.63232], [3.54378, 2.61558, 4.26716], [1.11143, 5.21798, 3.12535], [0.93328, 4.60457, 1.46774], [2.45019, 5.39527, 1.97081], [3.77300, -5.54830, -7.93719], [3.52018, -4.77667, -7.11711], [3.20935, -3.82245, -6.10077], [3.08003, -4.21866, -4.76297], [2.78669, -3.29837, -3.78360], [2.60507, -1.92619, -4.08492], [2.73537, -1.54980, -5.44382], [3.02882, -2.47037, -6.42232], [2.30100, -0.98965, -3.08578], [1.97794, -0.19756, -2.19152], [3.21202, -5.26326, -4.50680], [2.68016, -3.60937, -2.75290], [2.59482, -0.50758, -5.69667], [3.12380, -2.15639, -7.45504]],
  "forces_ev_per_a": [[-0.01, -0.65, 0.17], [0.05, -0.03, 0.17], [-0.24, 0.17, 0.00], [0.03, -0.02, -0.05], [0.06, -0.02, -0.04], [-0.01, 0.05, 0.08], [-0.01, -0.02, 0.01], [0.01, 0.01, 0.00], [-0.02, -0.01, 0.00], [0.04, -0.01, -0.04], [-0.08, -0.02, 0.02], [-0.13, 0.29, -0.27], [0.05, -0.01, 0.02], [0.00, 0.01, 0.01], [0.00, -0.02, 0.00], [0.00, 0.02, 0.00], [-0.02, -0.03, 0.02], [0.04, 0.04, -0.01], [0.16, 0.06, 0.03], [-0.07, -0.03, -0.05], [0.01, -0.02, 0.02], [0.00, -0.01, -0.02], [-0.03, -0.01, 0.03], [0.00, -0.04, -0.03], [-0.01, 0.00, 0.00], [0.00, 0.00, 0.00], [0.00, 0.00, 0.00], [-0.01, 0.02, -0.01], [0.01, 0.02, 0.02], [0.00, 0.00, 0.00], [0.00, 0.00, 0.00], [0.00, 0.00, 0.00], [0.00, -0.02, 0.01], [0.01, 0.00, 0.02], [0.00, 0.00, 0.00], [0.00, 0.00, 0.00], [0.00, 0.00, 0.00], [0.01, 0.00, 0.01], [0.02, 0.04, -0.06], [0.06, 0.02, 0.04], [0.00, 0.01, -0.01], [0.02, -0.05, -0.03], [-0.15, 0.05, -0.08], [0.18, 0.01, 0.11], [0.02, 0.01, 0.00], [0.00, -0.01, -0.02], [0.00, 0.00, 0.03], [0.00, 0.00, 0.01], [0.00, 0.01, 0.01], [0.00, 0.00, -0.01], [-0.01, 0.01, 0.00], [-0.02, 0.00, 0.01], [-0.01, 0.01, 0.00], [0.00, 0.00, 0.00], [0.00, -0.01, 0.01], [-0.01, 0.05, 0.03], [0.02, -0.05, -0.02], [0.01, 0.03, -0.02], [0.02, -0.01, 0.01], [-0.02, -0.02, 0.02], [0.01, -0.03, -0.04], [0.00, -0.01, 0.06], [0.03, 0.19, -0.17], [0.00, 0.00, 0.01], [0.00, 0.00, 0.00], [0.00, 0.00, 0.00], [0.00, 0.00, 0.00]],
  "nbo_charge": [0.067, -1.042, 2.424, -1.036, -0.991, -0.336, -0.196, -0.233, -0.237, -0.233, -0.221, 0.884, -0.312, -0.240, -0.243, -0.239, -0.170, -0.214, -0.343, -0.212, -0.220, -0.251, -0.237, -0.163, 0.241, 0.192, 0.192, 0.212, 0.213, 0.192, 0.191, 0.201, 0.263, 0.228, 0.198, 0.193, 0.195, 0.214, -0.597, -0.163, -0.580, -0.597, 0.300, -0.331, 0.194, 0.207, 0.276, 0.198, 0.204, 0.209, 0.191, 0.279, 0.195, -0.417, 0.320, -0.282, -0.151, -0.235, -0.051, -0.179, -0.177, -0.306, -0.285, 0.204, 0.223, 0.214, 0.205]
}